C7H13N | ωB97M-V with the def2-TZVPD basis set

Atoms and positions in Å:
N -0.042 1.994 -0.431
C 1.084 -1.567 0.325
C -2.055 0.328 0.869
C -0.077 0.601 -0.255
C -1.710 -1.134 -1.207
C 1.056 -0.101 0.019
C 2.401 0.574 -0.042
C -1.364 -0.022 -0.587
H -2.614 -0.556 1.163
H 2.635 1.086 0.898
H 1.696 -2.100 -0.405
H 0.634 2.479 0.141
H -0.949 2.432 -0.408
H 3.192 -0.155 -0.222
H 2.448 1.310 -0.843
H 0.097 -2.028 0.333
H -2.729 1.148 0.625
H -1.467 0.620 1.736
H -1.211 -1.431 -2.117
H 1.535 -1.748 1.305
H -2.560 -1.729 -0.897

Computed properties:
- Energy relative to the best compared isomer or geometry (same formula, charge and spin): 52.0 kcal per mole
- HOMO: -7.299 eV
- Calculated total energy: -8957.6788 eV
- Frontier orbital gap: 8.169 eV
- F_max: 6.13 eV/Å


CH7NO3P | ωB97M-V with the def2-TZVPD basis set

Atoms and positions in Å:
P -0.535 -0.192 0.297
O -1.388 0.114 -0.963
O -1.546 0.064 1.468
O 0.564 0.889 0.524
N -0.034 -2.400 -0.046
C 1.424 1.389 -0.452
H 2.153 0.628 -0.701
H 1.974 2.305 -0.271
H 0.129 -2.660 0.856
H -0.950 -2.874 -0.392
H 0.782 1.650 -1.348
H -1.328 0.080 2.381
H -1.246 1.008 -1.353

Computed properties:
- Energy relative to the best compared isomer or geometry (same formula, charge and spin): 77.2 kcal per mole
- HOMO (alpha / beta): -15.547 / -15.546 eV
- Calculated total energy: -18064.2838 eV
- Net charge: +1
- Frontier orbital gap (alpha / beta): 9.967 / 9.966 eV
- F_max: 5.84 eV/Å


C3H3Cl2ErNO3Pr | ωB97M-V with the def2-TZVPD basis set

Atoms and positions in Å:
Er -0.049 -0.886 1.164
Pr 0.321 2.606 -2.306
Cl -0.458 -1.234 -1.179
Cl 1.379 1.664 0.128
O -1.393 4.235 0.281
O -3.143 1.997 -1.703
O -1.924 -3.710 1.133
N 2.072 -1.841 1.003
C -2.029 2.090 -2.012
C -0.732 3.857 -0.634
C -1.261 -2.766 1.269
H 2.015 -2.842 1.223
H 2.394 -1.743 0.018
H 2.808 -1.429 1.616

Computed properties:
- <S²>: 8.75
- Spin multiplicity: 6
- HOMO (alpha / beta): -25.411 / -25.437 eV
- Calculated total energy: -77480.6960 eV
- Net charge: +4
- Frontier orbital gap (alpha / beta): 6.952 / 7.834 eV
- F_max: 11.54 eV/Å


C5H7N | ωB97M-V with the def2-TZVPD basis set

Atoms and positions in Å:
N -0.328 1.010 -1.190
C -0.110 -0.700 1.826
C 1.112 -0.651 -0.538
C 0.086 -0.524 0.474
C -0.962 0.361 -0.048
C 0.840 0.321 -1.458
H 2.060 -1.163 -0.435
H -0.821 1.512 -1.913
H -1.315 0.620 1.044
H -1.868 -0.172 -0.358
H -0.169 0.216 2.416
H 1.477 0.654 -2.278
H 0.110 -1.591 2.387

Computed properties:
- Energy relative to the best compared isomer or geometry (same formula, charge and spin): 76.6 kcal per mole
- HOMO: -7.221 eV
- Calculated total energy: -6785.1920 eV
- Frontier orbital gap: 8.087 eV
- F_max: 2.37 eV/Å


C25H51Cl2N5O4P2V | ωB97M-V with the def2-TZVPD basis set

Atoms and positions in Å:
V -1.267 0.248 0.094
Cl -2.269 2.416 0.614
Cl -3.880 2.652 -1.787
P -1.597 -0.528 -2.187
P -1.139 -1.392 2.895
O -2.834 -0.082 -1.190
O -1.883 -1.528 -3.197
O -1.109 0.931 -2.543
O -0.584 -0.897 -1.026
N -1.728 -2.947 2.708
N -1.994 -0.625 4.069
N -1.339 -0.502 1.537
N 0.507 -1.319 3.162
N 1.359 1.684 0.926
C -3.256 -4.889 2.884
C -3.277 1.308 4.899
C 1.671 -2.457 4.994
C -1.137 -3.835 1.717
C -2.198 0.824 3.926
C 1.072 -1.139 4.494
C -4.033 -0.894 -1.004
C 0.391 1.129 0.635
C -2.048 -5.817 2.980
C -2.926 -3.481 3.367
C -0.485 1.191 -3.857
C -1.562 1.123 -4.926
C -4.720 -0.323 0.239
C 2.243 -2.971 2.610
C -2.186 -1.089 5.441
C -3.103 3.545 -0.487
C 0.070 2.607 -3.730
C -4.919 -0.778 -2.241
C -3.672 -0.981 5.827
C 0.610 0.161 -4.096
C 2.775 -2.884 4.037
C -3.603 -2.336 -0.762
C -0.807 -5.206 2.316
C 1.547 -1.660 2.202
C -4.311 0.206 5.101
H -3.617 -4.863 1.854
H -5.677 -0.814 0.401
H 1.127 -1.714 1.191
H 1.531 -3.792 2.547
H -2.748 -3.543 4.444
H -0.262 -3.353 1.279
H -3.266 -2.793 -1.691
H -5.150 0.580 5.684
H 1.292 0.109 -3.245
H -2.775 -2.335 -0.044
H 2.222 2.149 1.163
H -4.911 0.744 0.122
H -2.353 4.221 -0.900
H -0.007 -5.102 3.054
H -0.431 -5.851 1.520
H -3.848 4.083 0.106
H -1.610 -0.449 6.118
H 0.317 -0.773 5.185
H -3.740 2.207 4.495
H -1.121 1.340 -5.895
H 0.566 2.891 -4.652
H -4.084 -0.483 1.120
H 1.872 -0.396 4.418
H -4.376 -1.107 -3.121
H -3.774 -2.810 3.206
H -4.067 -5.283 3.497
H -4.209 -1.898 5.591
H 3.055 -3.175 1.914
H 0.178 -0.827 -4.252
H -2.349 1.847 -4.729
H 0.794 2.667 -2.920
H -1.814 -2.108 5.545
H -1.839 -6.025 4.031
H -4.692 -0.103 4.126
H -1.994 0.124 -4.958
H -5.794 -1.413 -2.117
H 1.182 0.423 -4.983
H -3.728 -0.833 6.905
H -4.432 -2.919 -0.367
H 3.159 -3.860 4.338
H -1.265 1.375 4.103
H 3.609 -2.184 4.093
H 2.298 -0.863 2.226
H -2.301 -6.775 2.529
H -5.256 0.242 -2.399
H -0.739 3.309 -3.548
H 0.885 -3.215 5.037
H -1.854 -4.009 0.907
H -2.509 1.008 2.891
H 2.070 -2.313 5.998
H -2.846 1.575 5.864

Computed properties:
- Energy relative to the best compared isomer or geometry (same formula, charge and spin): 37.0 kcal per mole
- HOMO (alpha / beta): -17.284 / -17.259 eV
- Calculated total energy: -111680.0988 eV
- Net charge: +3
- Frontier orbital gap (alpha / beta): 5.151 / 5.086 eV
- F_max: 4.60 eV/Å


C3H10NOS | ωB97M-V with the def2-TZVPD basis set

Atoms and positions in Å:
S 2.104 0.008 0.185
O 0.523 -2.738 1.707
N -0.007 2.227 -0.472
C 0.752 -0.044 -1.038
C -0.505 0.793 -0.716
C -1.245 0.146 0.462
H 0.545 -2.998 0.769
H -0.502 -0.264 1.134
H 1.211 0.370 -1.949
H -1.073 0.894 -1.654
H 1.100 -1.949 1.558
H 0.465 -1.088 -1.212
H -1.752 -0.765 0.120
H -0.605 2.618 0.247
H 0.912 1.959 -0.098
H -1.924 0.830 0.956

Computed properties:
- Energy relative to the best compared isomer or geometry (same formula, charge and spin): 7.8 kcal per mole
- HOMO: -2.973 eV
- Calculated total energy: -17647.1059 eV
- Net charge: -1
- Frontier orbital gap: 7.036 eV
- F_max: 2.10 eV/Å


C40H56BClF12NO30PS | ωB97M-V with the def2-TZVPD basis set

Atoms and positions in Å:
Cl -2.199 1.740 0.745
S 0.735 0.149 -0.037
P -2.128 2.872 -3.921
F 6.621 -2.944 -3.515
F 4.486 -2.346 -1.466
F 5.147 -2.838 0.556
F 0.587 2.306 1.530
F 0.379 2.757 -0.635
F 7.431 -3.811 -0.227
F 5.404 -5.586 -0.638
F 8.269 -4.117 -2.640
F 2.314 2.149 0.201
F 4.047 -4.770 -2.148
F -2.538 -3.080 -2.602
F 7.025 -1.924 -1.243
O 4.781 4.871 -5.340
O -6.726 -5.170 -0.319
O -0.387 -4.712 -4.473
O -1.673 1.290 -1.863
O 3.329 7.295 -1.244
O -7.686 -6.197 1.440
O -10.570 -5.879 5.060
O 3.306 -1.300 4.025
O 5.369 0.615 7.607
O 7.480 0.600 6.827
O 1.580 8.583 -1.808
O 1.157 -0.481 1.187
O 1.293 6.401 -1.344
O 2.675 0.129 5.615
O -8.311 -4.128 0.894
O -12.085 -7.283 5.899
O 6.798 -0.941 8.322
O 2.380 12.984 -4.947
O 2.354 -2.080 5.906
O 2.083 -4.452 -0.422
O 4.405 13.030 -5.930
O -5.442 0.520 0.512
O 3.985 11.614 -4.230
O 1.513 -0.122 -1.204
O 4.122 4.130 -3.323
O -3.889 -0.954 1.530
O 4.107 6.330 -3.799
O -0.919 -1.257 -1.479
O -10.278 -8.096 4.827
O -0.212 -2.579 -3.754
N -1.243 1.842 -4.704
C 0.411 -2.906 -2.505
C 4.320 5.022 -4.084
C -0.535 -2.639 -1.344
C -3.410 -0.059 -0.898
C -4.175 -3.716 -0.628
C 0.270 -3.043 -6.044
C -11.683 -5.068 5.457
C 2.920 11.508 -3.275
C 4.671 6.131 -6.014
C -1.006 -0.454 -0.392
C 2.739 -1.174 5.241
C 5.639 -1.060 9.156
C 6.636 0.138 7.518
C -0.134 -3.552 -4.689
C -10.916 -7.183 5.226
C -2.696 -3.598 -0.295
C 4.670 7.112 -4.861
C 4.471 -4.611 -0.879
C 6.668 -3.237 -1.177
C 5.181 -3.250 -0.730
C -9.245 -4.574 1.881
C -7.497 -5.168 0.581
C -8.516 -5.739 2.515
C -12.428 -5.988 6.401
C 3.309 -4.855 0.096
C 1.664 -3.155 -0.009
C -2.230 2.558 -2.076
C 0.969 1.974 0.275
C -2.046 0.624 -0.706
C 2.209 5.298 -1.207
C 3.665 12.588 -5.116
C -1.787 -3.531 -1.536
C 2.024 7.524 -1.492
C 3.434 0.008 3.452
C 0.136 -3.107 -0.045
C 4.589 -0.333 8.346
C 6.938 -3.848 -2.571
C 3.448 0.895 4.677
C 1.745 12.070 -4.043
C 3.455 5.979 -0.695
B -4.258 -0.160 0.443
H 6.416 -4.781 -2.754
H -4.578 -2.831 -1.108
H -0.113 -3.749 -6.767
H -9.179 -6.529 2.852
H -7.878 -5.431 3.345
H 1.030 12.590 -3.412
H -1.674 4.201 -4.041
H 0.743 -3.937 -2.500
H 2.577 0.193 2.807
H -2.490 -2.802 0.415
H -12.076 -5.905 7.431
H 4.369 5.504 -1.039
H 5.675 7.424 -4.572
H 2.987 1.865 4.507
H 4.064 7.994 -5.048
H 1.222 11.308 -4.622
H -3.271 -1.029 -1.361
H 4.346 0.080 2.864
H -5.593 0.787 1.420
H -9.468 -3.775 2.583
H -2.430 -4.523 0.212
H 1.825 4.563 -0.520
H -0.212 -2.089 -6.225
H 2.354 4.841 -2.178
H -1.362 -0.934 0.515
H -3.235 -0.552 2.102
H -4.304 -4.535 -1.324
H -10.166 -4.880 1.381
H 3.851 0.174 8.962
H -1.408 -4.517 -1.787
H -11.338 -4.153 5.931
H 3.536 -4.440 1.074
H 3.277 -5.935 0.212
H -3.464 2.842 -4.370
H -0.181 -2.593 0.854
H 3.476 6.052 0.395
H -12.269 -4.815 4.571
H 5.502 6.271 -6.698
H -1.809 1.337 -5.371
H 4.449 1.042 5.086
H -4.010 0.532 -1.582
H 2.775 10.474 -2.970
H -13.505 -5.845 6.380
H -0.163 -4.140 0.098
H 2.131 -2.357 -0.577
H -1.696 3.352 -1.564
H 3.172 12.107 -2.398
H 4.073 -0.989 7.645
H 5.841 -0.576 10.113
H 5.397 -2.105 9.331
H 1.279 -2.260 -2.445
H -4.747 -3.917 0.262
H -3.289 2.593 -1.834
H 1.343 -2.929 -6.111
H 3.736 6.145 -6.577
H 1.962 -3.003 1.028

Computed properties:
- HOMO: -8.842 eV
- Calculated total energy: -171235.9297 eV
- Frontier orbital gap: 8.801 eV
- F_max: 1.66 eV/Å


CH3N3O | ωB97M-V with the def2-TZVPD basis set

Atoms and positions in Å:
O 0.091 0.817 -1.321
N -0.428 -2.100 0.689
N -0.157 -0.367 -0.911
N -0.313 1.270 -2.548
C 0.052 -0.679 0.356
H 0.026 2.257 -2.515
H 0.522 -0.107 1.229
H -0.069 -2.610 1.419

Computed properties:
- Energy relative to the best compared isomer or geometry (same formula, charge and spin): 90.5 kcal per mole
- <S²>: 2.02
- Spin multiplicity: 3
- HOMO (alpha / beta): -8.903 / -10.183 eV
- Calculated total energy: -7595.4959 eV
- Frontier orbital gap (alpha / beta): 9.920 / 8.323 eV
- F_max: 6.64 eV/Å